Record 1
ORCA calculation (ωB97M-V/def2-TZVPD) on 3 unconnected molecules or ions with the total composition CH10NO2 in a non-equilibrium geometry.

Values from the calculation:
Largest force on an atom, eV Å⁻¹: 1.3
DFT total energy, a.u.: -249.0994
Energy above the lowest of the compared OMol25 structures with the same formula, charge and spin, kcal/mol: 6.93
Net charge: +1

Each line ends with the Mulliken charge.
Element x y z (Å)
C  1.23432  -0.98038  0.77497  -0.732
N  0.65366  0.04472  -0.16044  -0.192
H  1.24509  -1.95300  0.30012  0.307
H  2.20066  -0.63655  1.11513  0.344
H  0.63348  -0.96799  1.67271  0.282
H  1.36021  0.70335  -0.46747  0.366
H  -0.10575  0.51601  0.33407  0.305
H  0.27102  -0.47049  -0.96579  0.382
H  -0.65275  2.04706  2.62466  0.316
H  -1.70732  1.20355  1.92347  0.323
O  -0.74940  1.33085  1.97976  -0.674
H  -0.44567  -0.65377  -3.33328  0.324
H  -1.70093  -0.95958  -2.57140  0.326
O  -0.84605  -0.52017  -2.46232  -0.679

---

Record 2
ORCA calculation (ωB97M-V/def2-TZVPD) on a single C17H20N4O molecule.

Values from the calculation:
Largest force on an atom, eV Å⁻¹: 0.8
DFT total energy, a.u.: -954.0970
Energy above the lowest of the compared OMol25 structures with the same formula, charge and spin, kcal/mol: 15.67
SMILES: Cc1ccccc1NC(=O)C1CCN(c2cnccn2)CC1

Each line ends with the Mulliken charge.
Element x y z (Å)
C  2.70154  1.65985  2.67931  -1.463
C  3.58826  0.57875  2.15251  1.008
C  4.96897  0.67840  2.28002  -0.715
C  5.81388  -0.32726  1.84986  -0.626
C  5.28512  -1.47592  1.28634  -0.601
C  3.91725  -1.59225  1.13720  -0.495
C  3.06989  -0.56816  1.54669  0.357
N  1.67718  -0.74926  1.37194  -0.078
C  0.84163  0.10086  0.71427  0.105
O  1.18382  1.16496  0.25245  -0.630
C  -0.58276  -0.43790  0.58810  0.278
C  -0.70117  -1.20458  -0.73640  -0.461
C  -2.15057  -1.65489  -0.94617  -1.191
N  -3.03955  -0.52023  -0.93722  0.094
C  -3.46884  0.11368  -2.06007  1.046
C  -3.36461  -0.41886  -3.36515  -0.325
N  -3.85771  0.20007  -4.41169  -0.618
C  -4.47014  1.36598  -4.22097  -0.297
C  -4.57484  1.90399  -2.95127  -0.288
N  -4.08269  1.29343  -1.88685  -0.461
C  -2.99996  0.20059  0.31821  -1.066
C  -1.58817  0.71541  0.59908  -0.777
H  2.28792  2.23817  1.85352  0.288
H  3.25756  2.32602  3.33377  0.466
H  1.86424  1.23334  3.23073  0.300
H  5.38492  1.56358  2.73906  0.355
H  6.88211  -0.22147  1.96456  0.379
H  5.93348  -2.27500  0.96003  0.369
H  3.49326  -2.48203  0.69190  0.379
H  1.35071  -1.69443  1.51675  0.300
H  -0.79707  -1.11882  1.42023  0.244
H  -0.40567  -0.54565  -1.55550  0.259
H  -0.03981  -2.07388  -0.74040  0.385
H  -2.44819  -2.31664  -0.12314  0.360
H  -2.24589  -2.21306  -1.87576  0.431
H  -2.87455  -1.35823  -3.57784  0.273
H  -4.86473  1.85400  -5.09941  0.387
H  -5.06018  2.85284  -2.76377  0.407
H  -3.31570  -0.48377  1.11382  0.365
H  -3.70333  1.02939  0.25289  0.499
H  -1.30149  1.43752  -0.16679  0.287
H  -1.56413  1.22143  1.56520  0.470

---

Record 3
ORCA calculation (ωB97M-V/def2-TZVPD) on a molecular structure, C29H30BCl54O2 in a non-equilibrium geometry.

Values from the calculation:
Largest force on an atom, eV Å⁻¹: 7.5
DFT total energy, a.u.: -26148.1423
Net charge: -1

Each line ends with the Mulliken charge.
Element x y z (Å)
C  3.29489  0.29033  -1.39593  -0.717
C  2.82092  1.44011  -2.21299  0.204
B  2.79385  3.02196  -1.76475  -0.298
C  1.85277  3.69274  -0.59091  0.260
C  0.27625  3.90039  -1.00796  -0.069
C  -0.32274  2.71692  -1.99630  0.259
C  -0.35685  2.92282  -3.64919  0.200
C  -0.92980  1.65222  -4.52626  0.140
C  -1.44837  0.23441  -3.80944  -0.443
C  -1.40510  0.07134  -2.15076  -0.421
C  -0.83206  1.33247  -1.24080  0.186
C  3.82188  4.05195  -2.59728  0.330
O  4.81953  4.63902  -1.90807  -0.542
O  3.64044  4.25844  -4.07004  -0.685
H  2.71218  -0.73923  -1.54445  0.178
H  4.20151  0.39611  -0.63485  0.241
H  2.37321  1.18422  -3.28367  0.174
H  1.98913  3.13199  0.45393  -0.291
H  2.29589  4.78430  -0.39901  0.167
H  0.03447  4.99144  -1.41676  -0.200
H  -0.34473  3.80643  0.00669  0.207
H  0.05218  3.93346  -4.10694  0.277
H  -0.93148  1.76016  -5.70879  -0.216
H  -1.81084  -0.61810  -4.53408  0.343
H  -1.74847  -0.95101  -1.65424  0.189
H  -0.77890  1.17429  -0.06725  -0.172
C  -0.13560  2.69529  -9.07994  0.758
Cl  -1.69489  2.25419  -9.79650  -0.164
Cl  0.49883  4.17002  -9.82984  -0.074
Cl  -0.29378  2.90695  -7.32781  -0.108
H  0.57123  1.88269  -9.26624  -0.455
C  3.16787  2.85649  3.80521  0.408
Cl  3.46140  1.59296  2.59826  -0.123
Cl  1.55299  3.55478  3.59483  -0.124
Cl  3.35648  2.20787  5.44334  -0.085
H  3.90704  3.64867  3.66126  -0.146
C  -4.08692  0.13429  -6.72600  0.034
Cl  -2.71554  0.76167  -5.79587  -0.131
Cl  -4.33183  -1.58787  -6.38854  -0.172
Cl  -5.55729  1.05436  -6.36372  -0.153
H  -3.86263  0.24830  -7.78965  0.224
C  -1.96080  0.38751  3.27734  -0.113
Cl  -2.02030  -0.18154  1.60042  -0.114
Cl  -1.64653  -0.96213  4.38159  -0.063
Cl  -0.72604  1.64457  3.46425  -0.025
H  -2.93278  0.81937  3.52917  0.308
C  3.61795  0.92024  -9.65628  -0.028
Cl  2.05866  0.47914  -10.37284  -0.163
Cl  4.25238  2.39497  -10.40618  -0.087
Cl  3.45977  1.13189  -7.90415  -0.067
H  4.32478  0.10763  -9.84258  0.351
C  -4.28116  -3.97196  5.71263  0.384
Cl  -4.45331  -2.27610  5.22908  -0.123
Cl  -2.61971  -4.30580  6.23014  -0.136
Cl  -5.42684  -4.36987  7.00447  -0.121
H  -4.50543  -4.60123  4.84755  -0.037
C  2.66017  -1.08722  7.36362  0.152
Cl  2.77379  0.20372  8.57190  -0.105
Cl  1.04799  -1.11152  6.62879  -0.074
Cl  3.90728  -0.88755  6.12078  -0.042
H  2.82432  -2.04417  7.86557  0.079
C  3.95525  6.74835  -9.23627  -0.053
Cl  3.13929  7.06009  -10.77784  -0.148
Cl  3.27009  7.76093  -7.95372  -0.109
Cl  3.83667  5.03373  -8.80524  -0.010
H  5.01225  7.00295  -9.34841  0.321
C  -7.89857  -7.26845  4.81479  -0.234
Cl  -7.60727  -8.55158  6.00143  -0.040
Cl  -9.10654  -6.12270  5.42122  -0.154
Cl  -6.38792  -6.42978  4.42194  -0.011
H  -8.28615  -7.72599  3.90095  0.457
C  -6.53130  -9.37661  1.22041  0.211
Cl  -8.09058  -9.81771  0.50385  -0.135
Cl  -5.89687  -7.90188  0.47051  -0.092
Cl  -6.68947  -9.16495  2.97254  -0.077
H  -5.82446  -10.18921  1.03411  0.075
C  -6.37568  -11.23922  8.71936  0.279
Cl  -5.58031  -10.78558  10.23627  -0.121
Cl  -5.17544  -11.51030  7.44436  -0.119
Cl  -7.37602  -12.68361  8.94920  -0.122
H  -7.02524  -10.41587  8.41144  0.074
C  -4.46582  -10.99537  -2.03661  0.070
Cl  -6.23595  -10.97170  -2.11061  -0.099
Cl  -3.90743  -10.65971  -0.38882  -0.122
Cl  -3.84044  -12.55471  -2.59975  -0.121
H  -4.08305  -10.21234  -2.69616  0.301
C  -1.61655  7.44626  -0.29938  -0.018
Cl  -1.59556  6.77743  -1.94000  -0.103
Cl  -1.01867  6.25340  0.86651  -0.052
Cl  -0.65227  8.93074  -0.22037  -0.128
H  -2.64964  7.69252  -0.04104  0.330
C  -11.08907  -3.28730  3.97608  0.367
Cl  -10.97546  -1.99635  5.18436  -0.121
Cl  -12.70125  -3.31160  3.24125  -0.130
Cl  -9.84197  -3.08762  2.73325  -0.112
H  -10.92493  -4.24425  4.47803  -0.007
C  5.97488  8.24352  -1.09864  0.116
Cl  5.80272  9.93938  -1.58219  -0.164
Cl  7.63633  7.90968  -0.58113  -0.090
Cl  4.82919  7.84561  0.19320  -0.109
H  5.75061  7.61425  -1.96372  0.227
C  10.70090  5.03610  -1.44754  0.111
Cl  10.35000  5.78665  0.11865  -0.122
Cl  11.23691  6.25573  -2.61581  -0.123
Cl  11.92372  3.76625  -1.26879  -0.136
H  9.78220  4.57898  -1.82393  0.254
C  6.31853  -2.76423  9.19235  0.011
Cl  6.61585  -1.01814  9.14579  -0.097
Cl  4.63313  -3.11969  8.77671  -0.119
Cl  7.42185  -3.61260  8.09566  -0.122
H  6.50439  -3.11823  10.20960  0.320
C  7.01128  3.76813  2.29367  -0.083
Cl  6.19533  4.07987  0.75210  0.081
Cl  6.32613  4.78071  3.57622  -0.160
Cl  6.89271  2.05351  2.72471  -0.108
H  8.06829  4.02273  2.18153  0.299

---

Record 4
ORCA calculation (ωB97M-V/def2-TZVPD) on a molecular structure, C51H37Cl3CsF6GeN11O2 in a non-equilibrium geometry.

Values from the calculation:
Largest force on an atom, eV Å⁻¹: 1.8
DFT total energy, a.u.: -6795.5762
<S²>: 0.760
Energy above the lowest of the compared OMol25 structures with the same formula, charge and spin, kcal/mol: 41.75
Net charge: -1
Multiplicity: 2

Each line ends with the Mulliken spin population.
Element x y z (Å)
Cs  -0.69153  -0.54205  -1.13084  0.011
C  -4.58162  4.26341  1.35716  0.000
N  -4.49583  2.95436  0.71327  0.000
C  -3.50472  2.04709  0.72216  0.001
N  -3.82613  1.01708  -0.03576  0.000
C  -5.05119  1.36827  -0.51087  0.000
N  -5.50062  2.53305  -0.08990  0.000
C  -3.63448  4.38413  2.52750  0.000
C  -2.71487  5.42290  2.59495  0.000
C  -1.78872  5.47949  3.62976  0.000
C  -1.74994  4.47980  4.58854  0.000
C  -2.67452  3.44329  4.53172  0.000
C  -3.62728  3.41397  3.51993  0.000
C  -2.54996  2.23101  5.34833  0.000
N  -3.44529  1.32995  5.55886  0.000
N  -2.76440  0.20352  6.01360  0.000
C  -1.51609  0.52455  6.04100  0.000
O  -1.31315  1.81906  5.70508  0.000
C  -0.35577  -0.36807  6.12474  0.000
C  0.86267  0.03035  6.66385  0.000
C  1.96123  -0.80335  6.55198  0.000
C  1.86069  -2.00555  5.86341  0.000
C  0.65140  -2.39927  5.31051  0.000
C  0.54202  -3.64505  4.45445  0.000
N  -0.14071  -3.37936  3.19254  0.006
C  0.27141  -2.63539  2.15474  -0.006
N  -0.69227  -2.53560  1.26019  -0.019
C  -1.70121  -3.25153  1.82624  0.005
N  -1.41946  -3.78314  2.99697  -0.001
C  -0.46258  -1.58652  5.46488  0.000
H  -5.61712  4.39043  1.66711  0.000
H  -4.36156  5.03386  0.61776  0.000
H  -2.59503  2.14279  1.30066  0.000
H  -5.62156  0.74909  -1.18688  0.000
H  -2.69814  6.17684  1.81452  0.000
H  -1.06017  6.27938  3.65751  0.000
H  -0.97495  4.47242  5.34425  0.000
H  -4.30308  2.56781  3.47325  0.000
H  0.95505  1.00101  7.13488  0.000
H  2.91800  -0.48894  6.94785  0.000
H  2.74578  -2.61418  5.71066  0.000
H  -0.05097  -4.41204  4.94528  0.000
H  1.53183  -4.05034  4.24887  0.000
H  1.24916  -2.17143  2.10794  0.000
H  -2.66912  -3.38087  1.36427  0.002
H  -1.40692  -1.85145  5.00234  0.000
C  -1.94083  -5.27492  -2.85334  0.071
C  -0.79374  -5.89537  -3.33343  -0.043
C  0.45527  -5.56724  -2.82069  0.056
C  0.58804  -4.59743  -1.82232  0.424
C  -0.58363  -4.01290  -1.39894  0.316
C  -1.83953  -4.31283  -1.85086  0.009
C  1.91984  -4.22960  -1.26940  0.101
C  2.91316  -5.23571  -1.11750  -0.010
C  4.13584  -4.89770  -0.62916  0.001
C  4.39945  -3.55699  -0.26836  -0.001
C  5.64274  -3.12191  0.24939  0.003
C  5.82174  -1.81438  0.60144  -0.002
C  4.76441  -0.88782  0.46014  0.002
C  3.55900  -1.28200  -0.04318  -0.001
C  3.34746  -2.62609  -0.43034  0.001
N  2.12483  -2.97889  -0.93253  0.017
H  -2.91220  -5.52343  -3.26411  0.007
H  -0.86996  -6.62760  -4.12669  -0.001
H  1.34695  -6.03726  -3.22235  0.006
H  -2.72503  -3.80873  -1.47775  0.037
H  2.67742  -6.26123  -1.36844  0.000
H  4.90834  -5.64687  -0.49060  0.000
H  6.44311  -3.84395  0.36858  0.000
H  6.77148  -1.48464  1.00460  0.000
H  4.89982  0.13864  0.77768  0.000
H  2.73613  -0.58131  -0.14088  0.001
C  -0.51549  5.27248  -0.80748  0.000
C  -0.33771  3.96390  -0.33706  0.000
N  0.35978  3.05147  -0.97899  0.001
C  0.94958  3.38503  -2.14523  0.000
C  0.82597  4.67071  -2.70076  0.000
C  0.06911  5.61968  -1.99408  0.000
C  1.45168  4.98116  -3.95602  0.000
C  2.15248  4.04500  -4.62388  0.000
C  2.30181  2.71738  -4.09415  0.000
C  3.00652  1.71642  -4.78713  0.000
C  3.09502  0.46254  -4.25315  0.000
C  2.48981  0.22731  -3.00971  0.001
N  1.85259  1.14743  -2.32162  0.000
C  1.72949  2.37839  -2.85785  0.000
H  -1.09619  5.98240  -0.23219  0.000
H  -0.77063  3.66340  0.61527  0.000
H  -0.04032  6.61887  -2.40022  0.000
H  1.33770  5.98273  -4.35765  0.000
H  2.61466  4.27515  -5.57806  0.000
H  3.45143  1.95013  -5.74789  0.000
H  3.59420  -0.34459  -4.77233  0.000
H  2.52380  -0.76752  -2.57404  -0.001
Cl  -0.68420  1.34638  2.64243  0.001
Ge  1.28616  1.28576  1.38491  0.000
Cl  2.47135  -0.01914  2.96583  0.000
Cl  2.08526  3.29351  2.14114  0.000
C  -1.09271  0.55041  -5.79558  0.000
C  -1.12047  -0.60966  -4.77633  0.003
O  -0.70369  -0.28509  -3.55111  -0.001
C  -0.23198  -1.75002  -5.35810  0.003
F  -0.16443  -2.81946  -4.55321  0.006
F  -0.61746  -2.20281  -6.57228  0.000
F  1.03353  -1.30517  -5.51003  0.000
C  -2.59582  -1.11588  -4.71829  -0.001
F  -3.14404  -1.41082  -5.91696  0.000
F  -2.74392  -2.21117  -3.94880  -0.002
F  -3.37402  -0.16331  -4.16986  0.000
H  -0.09496  0.99175  -5.75556  0.000
H  -1.81440  1.30339  -5.47891  0.000
H  -1.31790  0.23526  -6.81526  0.000